Density functional theory data (ωB97M-V with the def2-TZVPD basis set) for a cluster of 3 separate species, C38H76BF3N6O6S in total in a non-equilibrium geometry.

Values from the calculation:
Gap between HOMO and LUMO (eV): 8.7
HOMO (eV): -8.17
SMILES: CCCOC[C@]1(COC(F)(F)F)NC(=O)[C@](CCCCOC)(B(O)N(C)C)[C@H]1CCCCCCCSc1nnco1.CCN(CC)CC.CCN(CC)CC
Charge: 0
Total energy (eV): -81524.8853

```
131
Properties=species:S:1:pos:R:3:lowdin_charge:R:1
C 6.688 -2.279 1.660 -0.1219
C 6.664 -3.192 0.368 -0.2019
C 5.217 -3.819 0.271 -0.2146
O 4.275 -2.820 -0.117 -0.1800
C 3.641 -3.118 -1.358 -0.1156
C 2.262 -2.354 -1.541 -0.2721
C 1.496 -3.375 -2.508 -0.0963
O 2.404 -3.750 -3.597 0.0280
C 1.698 -3.931 -4.745 -0.6582
F 0.556 -4.641 -4.583 0.1553
F 2.487 -4.679 -5.573 0.1363
F 1.469 -2.764 -5.400 0.1531
N 2.274 -1.123 -2.402 0.1280
C 1.116 -0.385 -1.885 -0.3983
O 0.200 0.092 -2.480 0.1531
C 1.449 -0.386 -0.344 -0.1530
C 0.403 0.396 0.531 -0.1077
C 0.671 1.930 0.662 -0.1537
C -0.656 2.584 1.269 -0.1463
C -1.417 3.486 0.234 -0.2347
O -1.438 2.933 -1.080 -0.2016
C -0.707 3.708 -2.030 -0.1165
B 2.873 0.405 -0.382 -0.5076
O 3.008 1.499 -1.294 0.0911
N 4.048 0.059 0.463 -0.0725
C 5.221 0.138 -0.472 -0.0999
C 4.274 1.203 1.416 -0.0806
C 1.520 -1.984 -0.180 -0.1175
C 0.173 -2.777 -0.091 -0.1358
C -0.635 -2.582 1.253 -0.1650
C -2.027 -1.907 0.894 -0.2061
C -3.157 -2.972 0.581 -0.1947
C -4.535 -2.527 1.225 -0.2189
C -5.788 -2.994 0.397 -0.2593
C -6.476 -1.854 -0.423 -0.4606
S -6.943 -0.409 0.611 0.9558
C -8.375 0.376 -0.112 -0.6443
N -9.455 -0.151 -0.683 0.0405
N -10.216 0.928 -1.000 0.0062
C -9.629 2.045 -0.645 -0.1383
O -8.414 1.730 -0.067 -0.0012
H 5.718 -1.715 1.626 0.0584
H 7.475 -1.485 1.585 0.0669
H 6.759 -2.868 2.598 0.0749
H 6.851 -2.576 -0.547 0.1050
H 7.397 -4.030 0.454 0.0976
H 4.970 -4.145 1.318 0.1292
H 5.221 -4.717 -0.388 0.1203
H 4.346 -2.885 -2.189 0.1453
H 3.367 -4.207 -1.321 0.1344
H 0.595 -2.842 -2.903 0.1428
H 1.222 -4.323 -2.001 0.1334
H 1.998 -1.268 -3.378 0.1272
H -0.595 0.270 0.058 0.1063
H 0.443 -0.057 1.554 0.1250
H 1.460 2.120 1.429 0.1062
H 0.863 2.443 -0.303 0.1025
H -0.458 3.093 2.241 0.1099
H -1.362 1.745 1.515 0.1010
H -1.027 4.534 0.276 0.1188
H -2.487 3.513 0.576 0.1209
H -1.385 4.271 -2.712 0.0887
H 0.054 4.383 -1.570 0.0911
H -0.125 2.991 -2.668 0.0876
H 3.319 1.176 -2.153 0.1063
H 5.498 1.201 -0.709 0.0958
H 6.134 -0.330 -0.044 0.0695
H 4.976 -0.343 -1.448 0.0880
H 3.719 2.129 1.100 0.0831
H 5.348 1.508 1.445 0.0905
H 3.952 0.947 2.450 0.0880
H 2.081 -2.117 0.770 0.1548
H 0.448 -3.864 -0.131 0.1162
H -0.527 -2.606 -0.940 0.1183
H -0.899 -3.591 1.661 0.1013
H -0.089 -2.018 2.037 0.0973
H -2.348 -1.182 1.687 0.1073
H -1.945 -1.286 -0.035 0.0984
H -3.346 -2.991 -0.527 0.1074
H -2.854 -4.004 0.865 0.1062
H -4.504 -1.418 1.366 0.0804
H -4.579 -3.021 2.229 0.1141
H -6.543 -3.359 1.140 0.1074
H -5.497 -3.852 -0.250 0.1133
H -7.401 -2.272 -0.890 0.0859
H -5.794 -1.497 -1.227 0.0827
H -10.031 3.059 -0.778 0.1221
C -12.928 4.535 -1.170 -0.0952
C -13.305 6.001 -1.334 -0.2739
N -12.216 6.914 -1.030 -0.1979
C -12.644 8.297 -0.874 -0.2526
C -13.238 9.001 -2.096 -0.0891
C -10.987 6.719 -1.784 -0.2484
C -11.069 6.770 -3.311 -0.0832
H -12.509 4.345 -0.179 0.0776
H -13.813 3.907 -1.284 0.0755
H -12.202 4.214 -1.921 0.0595
H -14.131 6.199 -0.644 0.1184
H -13.701 6.156 -2.348 0.1011
H -11.807 8.891 -0.497 0.1111
H -13.391 8.327 -0.073 0.1089
H -12.474 9.248 -2.833 0.0539
H -13.696 9.945 -1.788 0.0707
H -14.015 8.407 -2.581 0.0668
H -10.566 5.748 -1.502 0.0898
H -10.239 7.442 -1.446 0.1151
H -11.889 6.167 -3.705 0.0677
H -10.144 6.374 -3.739 0.0726
H -11.177 7.789 -3.681 0.0538
C 10.753 -4.580 1.166 -0.0928
C 10.798 -3.369 2.088 -0.2727
N 10.952 -3.715 3.491 -0.1962
C 10.679 -2.606 4.395 -0.2511
C 11.600 -1.386 4.325 -0.0882
C 12.113 -4.527 3.827 -0.2487
C 13.495 -3.992 3.444 -0.0855
H 9.991 -5.293 1.489 0.0770
H 10.506 -4.264 0.150 0.0712
H 11.714 -5.097 1.122 0.0638
H 9.850 -2.836 1.963 0.1036
H 11.589 -2.687 1.744 0.1017
H 10.663 -2.979 5.424 0.1115
H 9.655 -2.266 4.205 0.1053
H 12.577 -1.590 4.761 0.0539
H 11.163 -0.565 4.901 0.0708
H 11.738 -1.028 3.304 0.0668
H 11.989 -5.507 3.355 0.1014
H 12.102 -4.743 4.899 0.1143
H 13.533 -3.633 2.414 0.0666
H 14.233 -4.794 3.532 0.0720
H 13.820 -3.189 4.104 0.0532
```